Computed, not measured: a molecular structure, C27H29ClGdP at a distorted geometry, with ωB97M-V/def2-TZVPD.

Properties
LUMO energy (alpha / beta) in eV: -0.608 / -0.023
M in g/mol: 577.21
2S+1: 8
Gap between HOMO and LUMO (alpha / beta) in eV: 6.524 / 7.110
E_HOMO (alpha / beta) in Ha: -0.2621 / -0.2621
Charge: 0

XYZ file:
```
59
Properties=species:S:1:pos:R:3:forces:R:3
C -0.7218 -1.9985 3.5106 0.333 -0.824 -0.409
C -0.5228 -1.9260 2.0960 0.370 -0.776 0.412
C 0.8354 -2.2928 1.8171 -0.622 -0.810 0.555
H -1.2899 -1.7322 1.3445 0.345 0.196 0.302
C 1.4675 -2.6133 3.0609 -0.887 -0.382 -0.167
C 0.5086 -2.4155 4.1107 -0.219 -0.618 -0.723
H 0.6657 -2.6350 5.1661 -0.024 0.148 -0.279
H -1.6707 -1.8605 4.0297 0.363 0.119 -0.167
H 1.2632 -2.4076 0.8199 -0.046 0.248 0.402
H 2.4735 -3.0133 3.1773 -0.230 0.321 -0.003
Gd 0.9900 -0.1083 3.1232 0.188 2.005 0.096
Cl 2.7425 0.7246 1.5479 0.499 0.302 -0.317
P 0.2745 -0.1040 -1.8300 0.098 0.031 2.208
C 1.5595 -1.1979 -2.4358 0.390 -0.484 -0.643
C 1.3944 -2.0619 -3.5336 0.513 0.174 0.415
H 0.4730 -2.0327 -4.1152 0.204 -0.041 0.136
C 2.4230 -2.9459 -3.8652 0.171 -0.063 0.118
H 2.2984 -3.6222 -4.7136 0.081 0.190 0.245
C 3.6073 -2.9715 -3.1166 -0.210 0.153 0.023
H 4.4092 -3.6619 -3.3851 -0.267 0.175 0.062
C 3.7722 -2.1107 -2.0216 -0.013 -0.083 -0.322
H 4.6980 -2.1274 -1.4418 -0.299 -0.022 -0.182
C 2.7565 -1.2283 -1.6770 -0.547 -0.020 -0.337
H 2.8534 -0.5607 -0.8154 -0.006 -0.251 -0.264
C -1.3672 -0.6376 -2.3113 -0.578 -0.206 -0.684
C -1.7380 -1.9837 -2.0684 -0.113 0.634 -0.165
H -0.9767 -2.7071 -1.7694 -0.222 0.185 -0.025
C -3.0676 -2.3701 -2.2078 -0.023 0.206 -0.160
H -3.3525 -3.4078 -2.0223 0.065 0.316 -0.050
C -4.0351 -1.4336 -2.5964 0.154 0.170 -0.023
H -5.0747 -1.7429 -2.7093 0.273 0.090 0.043
C -3.6701 -0.1041 -2.8517 -0.113 -0.365 0.111
H -4.4272 0.6206 -3.1596 0.218 -0.241 0.082
C -2.3449 0.2989 -2.7131 0.299 -0.580 0.100
H -2.0521 1.3295 -2.9169 -0.090 -0.249 0.073
C 0.6081 1.5811 -2.3574 0.125 0.487 -0.445
C 1.1894 1.9016 -3.5986 -0.323 0.351 0.574
H 1.3975 1.1127 -4.3221 -0.032 0.210 0.171
C 1.4892 3.2341 -3.8793 0.076 0.107 0.088
H 1.9451 3.4932 -4.8345 -0.112 -0.023 0.211
C 1.2257 4.2377 -2.9392 -0.117 -0.252 0.091
H 1.4641 5.2776 -3.1657 -0.038 -0.295 0.023
C 0.6583 3.9146 -1.7004 -0.006 0.020 -0.215
H 0.4493 4.6928 -0.9662 0.118 -0.148 -0.205
C 0.3586 2.5909 -1.3994 0.161 -0.385 -0.583
H -0.0470 2.2998 -0.4265 0.139 0.141 -0.313
C 0.0077 2.0569 5.0846 -0.128 0.080 0.130
C -1.2074 1.4617 4.3356 0.036 -0.171 -0.056
C -2.4729 2.2956 4.5719 0.111 0.060 0.112
C -0.9443 1.2795 2.8438 -0.051 -0.090 0.017
H 0.4844 2.8743 4.5215 -0.154 -0.220 0.083
H 0.7911 1.3008 5.3240 -0.254 0.318 -0.012
H -0.3137 2.4677 6.0537 0.240 -0.198 -0.222
H -1.3916 0.4490 4.7543 -0.049 0.401 0.034
H -2.3759 3.2930 4.1233 0.045 -0.183 0.082
H -3.3355 1.8066 4.1126 0.076 0.058 0.049
H -2.6641 2.4149 5.6424 -0.086 0.024 -0.049
H -1.7920 0.7911 2.3554 0.202 0.084 -0.081
H -0.6785 2.2144 2.3393 -0.034 -0.025 0.054
```
Forces are in eV/Å.


Computed, not measured: a molecular structure, C6H12NS at a distorted geometry, with ωB97M-V/def2-TZVPD.

Properties
LUMO energy in eV: -4.548
M in g/mol: 130.24
ΔE to the lowest compared entry with this formula, charge and spin in eV: 2.867
Gap between HOMO and LUMO in eV: 8.121
E_HOMO in Ha: -0.4656
Charge: +1

XYZ file:
```
20
Properties=species:S:1:pos:R:3:forces:R:3
C -0.9977 0.2307 0.5932 -0.830 0.293 3.139
C -1.8182 0.4382 -0.4386 2.005 -1.057 0.784
C 0.9307 -0.0371 -0.9454 -5.126 1.149 -1.533
C -3.2088 0.8621 -0.4490 -1.355 -2.612 1.674
C 1.7154 -1.1149 -1.4931 2.160 -1.223 -1.911
C 1.4241 0.2829 1.3158 0.491 1.591 -0.171
N 0.3927 -0.2946 0.4395 -0.932 0.619 -1.351
S -1.1914 0.0620 -1.9699 3.346 -0.155 -0.266
H -1.3315 0.2570 1.6931 0.657 0.155 -1.876
H 1.1508 1.0341 -1.1371 0.047 -0.899 0.690
H -3.1930 1.8202 -0.8212 -0.494 2.689 -0.122
H -3.7766 0.6205 0.5175 0.841 0.894 -1.454
H -3.6586 0.3161 -1.2710 -0.537 -0.347 0.032
H 1.0808 -1.8552 -2.1227 1.302 1.142 1.213
H 2.1731 -1.6184 -0.6049 -0.064 -0.184 -0.982
H 2.6010 -0.6818 -2.1456 -1.877 -1.075 1.217
H 2.3529 -0.1035 0.8665 0.025 0.556 0.823
H 1.3761 1.4199 1.4116 0.014 -1.642 -0.625
H 1.2279 -0.1235 2.2606 0.243 -0.501 1.608
H 0.3645 -1.3068 0.6971 0.083 0.608 -0.889
```
Forces are in eV/Å.


Computed, not measured: C9H11ClN2 in the gas phase at a distorted geometry, with ωB97M-V/def2-TZVPD.

Properties
LUMO energy in eV: 0.104
M in g/mol: 182.65
Structure (SMILES): C=C(CNN)c1ccc(Cl)cc1
ΔE to the lowest compared entry with this formula, charge and spin in eV: 7.128
Gap between HOMO and LUMO in eV: 8.618
E_HOMO in Ha: -0.3129
Charge: 0

XYZ file:
```
23
Properties=species:S:1:pos:R:3:forces:R:3
C 1.2844 2.3550 0.4641 0.019 -2.954 -2.448
C 0.9179 1.0088 0.1755 -0.425 4.534 0.518
C 2.0223 0.0350 0.2133 0.586 1.734 4.256
N 2.1112 -0.8315 -0.8275 -2.558 -4.438 -4.851
N 2.6105 -2.2807 -0.4209 -1.447 -2.465 -0.087
C -0.5629 0.5940 0.0906 5.954 -3.689 4.186
C -1.3590 1.2588 -0.7424 -2.185 -0.085 -0.893
C -2.7472 0.9504 -0.7166 0.441 -0.593 1.675
C -3.1238 -0.2225 0.0557 1.160 2.051 -0.848
Cl -4.7928 -0.6308 -0.1634 -0.066 -0.487 0.460
C -2.2077 -0.9743 0.8527 1.684 -3.549 -1.082
C -0.7867 -0.6152 0.9322 -4.652 0.708 -1.656
H 2.3285 2.7122 0.0772 -2.009 -0.573 1.553
H 0.4821 3.0253 0.7667 0.403 0.277 -0.312
H 2.9263 0.7059 0.2702 -0.322 -1.012 0.452
H 1.8073 -0.3789 1.3237 1.006 0.110 -2.216
H 1.1359 -0.6567 -1.5432 3.374 -1.695 2.872
H 2.7317 -3.1709 -1.3010 -1.077 4.282 3.153
H 2.0311 -2.8378 0.4865 1.357 2.386 -3.578
H -0.7719 1.8368 -1.4591 -1.012 0.701 0.250
H -3.4961 1.6990 -1.0630 0.506 -1.270 -0.269
H -2.4232 -2.2175 1.0252 0.046 3.987 0.116
H -0.1179 -1.3644 1.5037 -0.783 2.040 -1.249
```
Forces are in eV/Å.


Computed, not measured: a molecular structure, C11H23MnN5O6S, with ωB97M-V/def2-TZVPD.

Properties
LUMO energy (alpha / beta) in eV: 0.445 / 0.446
M in g/mol: 408.34
2S+1: 2
Gap between HOMO and LUMO (alpha / beta) in eV: 8.730 / 8.277
E_HOMO (alpha / beta) in Ha: -0.3045 / -0.2878
Charge: 0

XYZ file:
```
47
Properties=species:S:1:pos:R:3:forces:R:3
Mn -0.1691 -0.1233 -0.2634 0.446 -0.148 -0.433
N 1.2387 -0.1080 -1.8077 -0.083 0.059 0.001
C 1.9424 1.1880 -1.8847 0.026 0.110 -0.033
C 3.2611 1.1545 -1.1069 0.015 -0.015 -0.097
C 3.0070 0.9434 0.3710 -0.010 0.061 0.014
C 4.2063 0.6469 1.2525 0.039 -0.053 0.009
N 3.7381 0.3942 2.6213 0.059 0.118 0.037
C 3.0030 -0.6715 2.9395 -0.211 -0.148 0.014
N 2.9757 -1.7520 2.1548 0.059 0.056 0.082
N 2.3512 -0.7220 4.1113 0.058 0.073 -0.016
C 0.9876 2.2665 -1.3157 -0.093 -0.064 0.114
O 1.2760 3.4386 -1.4927 0.023 -0.048 0.000
O -0.0256 1.8064 -0.6667 -0.005 0.170 0.059
H 1.8711 -0.8967 -1.8926 0.018 -0.010 0.088
H 0.5787 -0.1731 -2.5755 0.084 -0.060 -0.089
H 2.1739 1.4550 -2.9175 -0.076 -0.001 -0.025
H 3.7868 2.0924 -1.2952 -0.041 0.005 0.020
H 3.8876 0.3481 -1.5097 0.006 0.003 -0.009
H 2.3237 0.1081 0.4884 -0.189 -0.002 -0.004
H 2.4715 1.8041 0.7794 -0.004 0.006 -0.006
H 4.9208 1.4684 1.3014 -0.044 0.014 -0.002
H 4.7642 -0.2284 0.9125 0.019 -0.005 -0.007
H 3.5135 1.2235 3.1487 0.058 0.001 0.021
H 3.0850 -1.6032 1.1629 0.011 -0.061 0.094
H 2.2261 -2.4055 2.3534 0.026 -0.054 0.001
H 2.2444 0.1520 4.6014 0.033 -0.023 0.006
H 1.4904 -1.2637 4.0747 -0.131 -0.154 0.008
C -4.5736 -1.0513 -0.2094 -0.015 0.006 0.009
C -4.2537 -0.2771 -1.4972 0.045 0.050 0.055
C -4.6740 1.1925 -1.3678 -0.014 0.007 0.004
C -4.9170 -0.9339 -2.7129 -0.011 0.005 0.002
C -2.7959 -0.3216 -1.6739 -0.056 -0.146 -0.210
N -1.6557 -0.3925 -1.7818 -0.049 -0.002 0.241
H -5.6515 -1.0146 -0.0446 0.003 -0.003 0.004
H -4.0610 -0.6192 0.6487 0.010 0.000 -0.008
H -4.2631 -2.0924 -0.2906 -0.005 -0.001 -0.007
H -5.7520 1.2349 -1.2082 0.002 -0.001 0.000
H -4.4335 1.7537 -2.2707 0.003 -0.003 0.001
H -4.1772 1.6672 -0.5224 0.003 -0.004 -0.002
H -5.9984 -0.9029 -2.5758 0.001 -0.005 -0.003
H -4.6114 -1.9751 -2.8126 0.003 0.002 -0.001
H -4.6708 -0.4050 -3.6338 0.002 0.001 0.004
O 0.5055 0.0196 1.8946 0.209 -0.002 0.051
S -0.1452 -1.3203 1.7525 -0.196 0.134 -0.220
O -0.0724 -2.1255 2.9597 0.232 0.061 0.017
O -1.5087 -1.0305 1.2242 -0.051 0.027 0.183
O 0.5797 -1.9486 0.5771 -0.211 0.045 0.032
```
Forces are in eV/Å.


Computed, not measured: 8 unconnected molecules or ions with the total composition C32H60Br14FN3O2P at a distorted geometry, with ωB97M-V/def2-TZVPD.

Properties
LUMO energy in eV: -3.601
M in g/mol: 1687.48
Gap between HOMO and LUMO in eV: 6.673
E_HOMO in Ha: -0.3776
Charge: +1

XYZ file:
```
113
Properties=species:S:1:pos:R:3:forces:R:3
C -4.0102 0.0410 1.3911 0.298 0.184 0.194
C -2.5336 -0.0130 1.6047 0.794 -0.238 -1.337
O -1.7169 -0.1751 0.7143 -1.081 0.110 1.450
N -2.1056 0.0997 3.0081 0.988 0.330 -0.177
C -1.5627 1.3407 3.4000 -0.019 -0.211 0.880
C -1.5299 2.4310 2.3844 -0.250 0.245 0.074
O -1.1227 1.4683 4.5376 -0.084 0.015 -0.995
C -1.4712 -1.0663 3.6199 -0.817 -0.436 -0.129
P -2.1969 -2.7000 2.9596 0.241 -1.016 0.768
N -1.7086 -4.0282 3.6359 0.218 0.921 -0.433
C 0.0790 -1.2406 3.4855 -0.226 -0.348 -0.633
C 0.9158 -0.3284 2.5766 0.623 0.376 0.352
C 1.7147 0.7505 3.3184 -0.247 0.345 -0.269
C 2.6103 1.6662 2.4259 -0.331 0.060 0.276
C 2.1567 3.1245 2.5287 0.040 0.018 0.131
C 2.6578 1.2567 0.9614 0.339 -0.109 0.005
C 3.6256 2.1076 0.1398 0.070 0.058 -0.265
C 4.1221 1.4583 -1.1267 -0.677 -0.478 -0.955
C 3.3829 0.9353 -2.1307 0.657 0.419 0.703
C 4.0496 0.3210 -3.3381 -0.317 -0.084 0.201
C 1.8739 0.9295 -2.1774 0.444 0.098 0.254
C 0.5214 -1.4319 4.8619 -0.393 0.297 0.122
N -0.4487 -1.4221 5.7048 0.629 -0.324 -0.019
C -1.7562 -1.0683 5.1440 -0.113 0.212 0.259
F -2.7128 -1.9600 5.5538 0.365 0.003 -0.109
H -4.2267 0.6940 0.5510 -0.078 -0.047 -0.180
H -4.3398 -0.9668 1.1452 -0.167 -0.093 -0.146
H -4.5316 0.3673 2.2829 -0.089 0.055 0.078
H -0.9171 2.1471 1.5340 0.216 -0.036 -0.044
H -1.1602 3.3320 2.8564 0.155 0.070 0.045
H -2.5176 2.6485 1.9892 -0.351 -0.054 -0.046
H -1.8762 -2.6855 1.5954 -0.243 0.354 -0.122
H -3.5805 -2.4826 3.0389 -0.058 0.232 -0.249
H -1.0922 -3.9154 4.4259 -0.109 -0.316 0.267
H 0.2371 -2.2501 3.0705 0.072 -0.113 0.016
H 1.6026 -0.9642 2.0253 -0.066 -0.060 -0.110
H 0.2758 0.1305 1.8370 -0.281 -0.075 -0.164
H 2.3252 0.2959 4.0970 0.158 -0.128 0.027
H 1.0008 1.3949 3.8257 0.052 -0.019 0.192
H 3.6184 1.6168 2.8347 0.188 -0.094 -0.039
H 1.3280 3.3195 1.8495 -0.147 0.022 -0.091
H 1.8267 3.3784 3.5337 0.013 0.004 0.150
H 2.9578 3.8116 2.2742 0.086 0.078 -0.127
H 1.6586 1.3330 0.5400 -0.203 -0.081 -0.125
H 2.9760 0.2182 0.8625 -0.006 -0.124 -0.009
H 4.4938 2.3403 0.7556 0.094 0.004 0.101
H 3.1814 3.0740 -0.1068 -0.152 0.100 0.060
H 5.1983 1.4400 -1.2561 0.066 -0.115 0.031
H 4.9922 -0.1551 -3.0943 0.246 0.132 -0.044
H 4.1922 1.0810 -4.1056 0.139 0.085 -0.076
H 3.4081 -0.4414 -3.7772 -0.063 -0.128 -0.029
H 1.5454 0.8717 -3.2087 -0.151 0.008 -0.196
H 1.4494 1.8198 -1.7211 -0.121 0.091 0.100
H 1.5000 0.0516 -1.6520 -0.205 -0.101 0.013
H 1.5400 -1.6198 5.1742 0.109 -0.040 0.098
H -0.2787 -1.5878 6.6879 -0.245 0.040 0.217
H -2.0149 -0.0934 5.5379 -0.216 -0.008 -0.118
Br 5.1074 -2.0585 -6.4834 0.005 0.034 0.036
C 5.5627 -0.1965 -6.8088 -0.041 -0.089 -0.062
C 7.0445 0.0534 -6.7324 0.065 0.048 0.130
Br 7.7100 0.0122 -4.9045 -0.026 -0.024 -0.060
H 5.0094 0.3802 -6.0774 0.001 0.061 0.020
H 5.1938 0.0300 -7.8062 0.020 -0.018 -0.022
H 7.2715 1.0475 -7.1092 -0.008 0.022 0.003
H 7.6200 -0.6835 -7.2813 -0.023 -0.029 -0.056
Br -5.2711 0.4213 -2.4025 -0.007 0.017 0.023
C -5.0877 2.3316 -2.7266 -0.051 -0.129 -0.022
C -3.6423 2.7364 -2.7997 0.019 0.167 0.015
Br -2.8298 2.7318 -1.0322 0.187 -0.058 -0.087
H -5.6122 2.8392 -1.9236 -0.016 0.043 0.012
H -5.5923 2.5261 -3.6696 0.041 0.002 -0.042
H -3.5432 3.7531 -3.1727 -0.025 0.027 0.043
H -3.0439 2.0681 -3.4090 -0.002 -0.023 -0.039
Br 3.8056 -2.2345 3.1083 0.056 -0.002 0.039
C 4.8306 -3.3663 4.3153 -0.017 -0.010 -0.118
C 3.9296 -4.0653 5.2932 -0.023 0.017 0.092
Br 3.2722 -2.8208 6.6465 0.015 -0.071 0.112
H 5.5549 -2.7229 4.8021 0.032 -0.001 0.020
H 5.3453 -4.0897 3.6884 -0.030 -0.020 -0.031
H 4.4630 -4.8386 5.8397 0.046 0.040 0.027
H 3.0551 -4.4941 4.8165 -0.004 -0.052 -0.025
Br 4.6544 -4.9089 -3.0351 0.015 0.032 -0.048
C 3.8318 -5.3088 -4.7518 -0.066 0.027 0.161
C 3.9488 -6.7665 -5.1059 0.113 -0.039 -0.125
Br 5.7496 -7.2321 -5.6680 -0.027 -0.002 0.051
H 4.3126 -4.6696 -5.4828 0.028 0.006 -0.041
H 2.7879 -5.0223 -4.6504 -0.024 -0.025 -0.006
H 3.3054 -7.0023 -5.9500 -0.018 0.029 -0.013
H 3.7058 -7.4133 -4.2703 -0.036 -0.007 0.032
Br -7.7904 0.3004 1.0072 0.033 -0.012 -0.028
C -8.6580 -1.3939 1.4008 -0.006 0.141 0.021
C -7.7957 -2.2743 2.2623 0.047 -0.113 -0.049
Br -6.3267 -3.0552 1.2468 0.029 -0.005 0.042
H -8.8931 -1.8523 0.4468 -0.013 -0.035 -0.019
H -9.5787 -1.1429 1.9213 0.000 -0.001 0.035
H -8.3661 -3.1174 2.6436 -0.020 -0.015 -0.028
H -7.3495 -1.7324 3.0885 -0.012 0.026 0.039
Br -1.1565 2.4066 -6.2797 -0.032 -0.084 0.047
C -1.9999 0.6795 -5.9654 -0.007 0.165 0.021
C -1.2221 -0.1627 -4.9911 0.081 -0.139 -0.045
Br 0.3903 -0.9071 -5.7816 0.022 0.065 0.044
H -2.1063 0.2058 -6.9347 0.002 -0.049 -0.018
H -2.9860 0.8987 -5.5609 -0.024 -0.015 -0.001
H -1.8159 -1.0161 -4.6725 -0.036 0.005 -0.013
H -0.9069 0.4055 -4.1221 -0.005 0.027 0.065
Br -5.2862 6.3888 -1.3768 -0.025 -0.004 0.029
C -4.4700 6.9243 0.3073 -0.006 -0.007 -0.168
C -3.6796 5.7975 0.9118 0.006 -0.028 0.137
Br -4.8445 4.4431 1.6835 -0.022 -0.039 0.032
H -5.2742 7.2622 0.9511 -0.018 0.013 0.028
H -3.8170 7.7597 0.0678 0.031 -0.007 -0.007
H -3.0562 6.1540 1.7287 -0.047 0.054 0.018
H -3.0665 5.2910 0.1744 0.029 -0.011 -0.026
```
Forces are in eV/Å.


Computed, not measured: C3H6N2O in the gas phase at a distorted geometry, with ωB97M-V/def2-TZVPD.

Properties
LUMO energy in eV: 0.811
M in g/mol: 86.09
Structure (SMILES): NN1CCC1=O
ΔE to the lowest compared entry with this formula, charge and spin in eV: 2.258
Gap between HOMO and LUMO in eV: 10.309
E_HOMO in Ha: -0.3491
Charge: 0

XYZ file:
```
12
Properties=species:S:1:pos:R:3:forces:R:3
N 1.7186 -0.9483 -0.0281 1.052 -0.514 2.535
N 0.4897 -0.3983 -0.0696 -0.606 1.040 -0.364
C 0.0156 0.9828 -0.0188 0.742 1.500 -0.653
C -1.3912 0.4165 -0.0020 -1.142 -0.361 0.708
C -0.7458 -0.9604 -0.0028 0.469 1.074 -1.284
O -1.1007 -2.0791 -0.0450 -0.929 -2.193 0.340
H 2.1608 -0.7081 0.8926 -0.338 -0.462 -1.075
H 2.2937 -0.5745 -0.7316 0.809 0.422 -1.210
H 0.3592 1.4849 0.8904 -0.150 0.181 -0.073
H 0.2319 1.6596 -0.9309 -0.104 -1.221 1.293
H -2.0175 0.6585 -0.8452 -0.052 -0.100 -0.389
H -2.0144 0.4663 0.8911 0.248 0.635 0.173
```
Forces are in eV/Å.


Listing total energy for the structures above in their given order: -2613.43274; -688.40253; -918.96412; -2707.43914; -38047.21049; -302.61011 a.u..